The following is a DFT calculation (ωB97M-V with the def2-TZVPD basis set) of the ion BrHO3PS with charge -1 in a non-equilibrium geometry.

```
7
Properties=species:S:1:pos:R:3:forces:R:3:mulliken_charge:R:1
H -2.13285 0.85090 -0.00352 0.7 0.0 0.8 0.08
O -1.90082 -0.85473 -1.27581 0.3 -0.3 0.0 -0.60
O 2.06582 -1.30089 0.30042 1.8 -2.1 -1.3 -0.46
O -0.18460 -0.35188 0.49318 -2.0 -0.1 0.6 -0.19
S -1.08809 0.22149 -0.66973 -0.2 0.2 -1.2 0.46
P 1.39832 -0.33340 1.12890 -0.9 1.6 1.2 0.22
Br 1.84222 1.76852 0.02656 0.3 0.8 -0.1 -0.50
```
Forces are in eV/Å.

Computed properties:
- Max |F|: 0.05995 Eh/bohr
- Gap between HOMO and LUMO: 8.11 eV
- Total charge: -1
- Energy above the lowest of the compared OMol25 structures with the same formula, charge and spin: 0.00 kJ/mol

The following is a DFT calculation (ωB97M-V with the def2-TZVPD basis set) of an isolated molecule of C4H9NO.

```
15
Properties=species:S:1:pos:R:3:forces:R:3:mulliken_charge:R:1
H 2.54724 -2.23846 0.19278 -0.2 0.1 0.0 0.31
H -2.74950 1.77529 -0.44651 0.2 -0.1 0.0 0.32
N 0.75202 -1.13967 0.11482 -0.1 0.2 0.0 -0.23
H 2.51818 -0.72245 1.12551 0.0 -0.1 -0.1 0.24
C 0.20663 0.10826 0.24000 0.1 0.2 0.1 0.39
H -1.05132 2.24281 -0.65961 -0.1 -0.1 0.0 0.30
C 2.20368 -1.20198 0.19448 0.2 0.0 0.0 -0.76
H 2.67703 -0.65147 -0.62545 -0.1 -0.1 0.1 0.25
H -1.92798 -0.53548 0.34363 0.3 0.0 -0.1 0.29
O 0.95070 1.07369 0.34556 -0.1 -0.1 0.0 -0.62
C -1.29413 0.35792 0.35679 0.0 0.0 0.0 -0.19
H -1.76117 0.98340 -1.68644 0.0 0.0 0.1 0.30
H -1.39358 0.80452 1.35421 0.0 -0.2 -0.1 0.22
H 0.23808 -1.94791 -0.20130 -0.1 0.3 0.2 0.25
C -1.74665 1.39878 -0.67345 0.0 0.0 -0.1 -1.09
```
Forces are in eV/Å.

Computed properties:
- Max |F|: 0.00741 Eh/bohr
- SMILES: CCC(=O)NC
- Gap between HOMO and LUMO: 10.57 eV
- Total charge: 0
- Energy above the lowest of the compared OMol25 structures with the same formula, charge and spin: 41.34 kJ/mol

The following is a DFT calculation (ωB97M-V with the def2-TZVPD basis set) of a structure of composition C31H33AsAuNO2P in a non-equilibrium geometry.

```
70
Properties=species:S:1:pos:R:3:forces:R:3:mulliken_charge:R:1
C 0.27630 -2.17870 4.09110 0.1 -0.1 0.0 -0.78
C -3.79725 4.76086 0.22433 0.1 0.0 0.3 -0.41
C -3.81164 -3.44342 -1.05089 0.1 0.1 0.0 -0.50
H 3.71989 -0.10175 3.33611 0.0 -0.1 0.0 0.37
H -3.26815 5.69953 -1.62501 0.0 0.1 0.0 0.42
H 4.29535 1.29976 2.42758 0.1 0.0 -0.1 0.42
H -0.21653 -2.68326 6.11446 0.0 0.0 0.1 0.43
C -7.11453 2.96521 2.98230 0.2 0.2 -0.1 -0.45
C -3.19134 1.12489 1.62235 0.2 -0.2 0.0 -0.56
C -2.59618 -1.41383 0.38406 0.2 0.1 0.0 1.03
C 2.66085 1.74410 3.80251 0.9 0.3 0.8 2.01
C -8.24695 2.26386 3.35176 -0.1 0.0 0.0 -0.58
H -1.51819 -0.98194 -1.42673 0.0 0.0 -0.1 0.33
As -4.31292 3.61458 2.79655 0.2 -0.2 -0.1 0.28
H -4.28234 -4.23813 -1.60933 0.0 -0.1 0.0 0.41
H 2.94657 1.41432 5.90411 0.1 0.0 0.0 0.43
H -2.56846 1.87770 3.56243 0.0 0.1 0.0 0.47
C 2.92817 3.25884 3.80602 0.0 0.0 0.0 -1.69
C -2.86539 -2.63584 -1.66014 0.0 -0.1 -0.1 -0.72
C -4.88919 4.32065 -1.86013 0.0 0.0 -0.1 -0.47
C -5.72310 3.41472 -1.22697 0.0 0.0 -0.1 -0.67
C -3.91855 4.99027 -1.13403 0.0 0.0 -0.1 -0.73
H -9.00869 0.51481 4.32458 -0.1 -0.1 0.0 0.40
C -3.54947 -2.22632 1.00038 0.1 0.1 -0.1 -0.54
C -5.73962 1.28312 3.97075 0.3 0.1 -0.1 -0.23
H -4.76481 0.91928 4.27471 0.0 -0.1 0.0 0.43
N 0.91157 1.27258 1.97191 1.8 0.7 2.1 -0.37
O -0.31641 0.98586 -1.54146 -1.3 -0.4 -2.6 -0.22
P -1.83796 -0.08318 1.35095 -0.8 -0.2 0.1 0.32
H -2.59619 -2.80338 -2.69121 0.0 0.0 -0.1 0.43
H -1.96707 2.80940 2.19337 -0.2 0.1 0.1 0.48
H -6.48605 2.89673 -1.79015 0.0 0.0 0.0 0.42
C 1.67757 1.48841 2.80228 -1.5 -0.4 -1.3 0.12
C -0.12758 -1.51805 2.94603 -0.1 0.1 0.0 -0.60
H 3.69099 3.48254 4.54584 0.1 0.0 0.1 0.42
C -2.83446 2.25447 2.57116 -0.3 0.1 0.1 -1.37
H -6.77103 -0.35018 4.89219 0.0 0.0 0.0 0.42
H -9.22512 2.66266 3.12772 -0.1 0.0 0.0 0.41
H -3.05447 5.30188 0.80217 0.0 0.1 -0.1 0.39
C 2.15564 1.26933 5.17220 -0.1 0.0 -0.1 -1.44
C -8.12672 1.05895 4.02459 0.0 0.0 0.0 -0.53
C 3.92283 0.96441 3.39173 0.0 0.0 0.0 -1.62
H -5.00359 4.51420 -2.91575 0.0 0.0 -0.1 0.41
C -5.58923 3.17691 0.13075 -0.1 -0.2 0.2 0.22
C -0.53081 -2.16760 5.21942 0.0 0.0 0.0 -0.57
H -2.36875 -1.48644 6.07718 -0.1 0.0 0.1 0.49
H -4.88590 -3.87305 0.75097 -0.1 0.0 0.0 0.42
C -2.15495 -0.83491 4.05465 0.1 0.0 -0.2 -0.35
H -3.80852 -2.07155 2.03922 0.0 0.0 0.1 0.32
H 4.69250 1.12958 4.14088 0.1 0.0 0.1 0.42
H -6.25306 2.47061 0.61438 0.0 0.0 0.0 0.40
C -1.74065 -1.49350 5.19982 0.0 0.0 0.1 -0.65
C -2.25247 -1.61696 -0.94955 0.0 0.1 0.2 -0.36
H 0.49731 -1.51478 2.06111 0.1 -0.1 0.0 0.48
H 3.28138 3.60115 2.83687 0.0 0.0 -0.1 0.42
C -1.34964 -0.84652 2.92055 0.0 0.2 -0.2 0.72
H -3.10122 -0.31452 4.04894 -0.1 0.0 0.0 0.50
H 1.21489 -2.71191 4.10311 0.1 0.0 0.0 0.46
C -4.15334 -3.23744 0.27772 -0.1 0.0 0.1 -0.72
O 0.87655 1.56688 -1.31107 1.6 1.0 -0.9 -0.47
C -6.86983 0.57425 4.34073 -0.1 -0.1 0.1 -0.53
H -7.21078 3.92070 2.47738 -0.1 0.0 0.0 0.46
H 2.03177 3.81693 4.06274 -0.1 0.0 0.0 0.39
H 1.28661 1.84208 5.48408 -0.1 0.0 0.1 0.37
H -3.41153 1.52302 0.62034 0.0 -0.2 0.2 0.41
H 1.89516 0.21372 5.15198 0.0 -0.1 0.0 0.29
C -4.62607 3.84851 0.87196 0.0 0.0 0.2 0.01
C -5.84004 2.47131 3.25754 0.1 0.1 0.0 0.17
H -4.08050 0.57373 1.95663 0.1 0.1 -0.1 0.44
Au -0.03352 0.95232 0.29878 -1.2 -0.8 1.7 0.53
```
Forces are in eV/Å.

Computed properties:
- Max |F|: 0.05638 Eh/bohr
- Gap between HOMO and LUMO: 7.70 eV
- Total charge: +1

The following is a DFT calculation (ωB97M-V with the def2-TZVPD basis set) of an isolated molecule of C4H8O.

```
13
Properties=species:S:1:pos:R:3:forces:R:3:mulliken_charge:R:1
H 0.96178 0.40267 1.39471 0.1 -0.1 -0.2 0.21
H 1.94601 1.11159 0.10546 -0.1 0.0 0.0 0.30
H 1.35300 -1.58442 -0.09711 0.2 0.0 0.1 0.37
H -1.32672 1.05634 1.08571 0.1 -0.1 -0.2 0.21
O 1.99510 -0.90497 0.14616 0.0 -0.2 -0.1 -0.51
C 1.26168 0.29079 0.33871 -0.2 0.3 0.1 -0.51
H -0.80422 -1.34225 0.65046 -0.1 0.1 -0.1 0.30
H -2.00917 1.24293 -0.59323 0.2 -0.1 0.1 0.25
H -1.52315 -1.22780 -1.02524 0.1 0.2 0.1 0.26
C 0.02773 0.33048 -0.53151 0.2 0.0 -0.1 -0.04
C -1.29658 0.73303 0.04837 -0.1 0.1 0.1 -0.59
H 0.20378 0.55839 -1.58154 -0.1 -0.1 0.2 0.32
C -1.00848 -0.71659 -0.21737 -0.1 -0.2 0.0 -0.59
```
Forces are in eV/Å.

Computed properties:
- Max |F|: 0.00709 Eh/bohr
- SMILES: OCC1CC1
- Gap between HOMO and LUMO: 11.34 eV
- Total charge: 0
- Energy above the lowest of the compared OMol25 structures with the same formula, charge and spin: 103.94 kJ/mol

The following is a DFT calculation (ωB97M-V with the def2-TZVPD basis set) of a cluster of 2 separate species, C4H11NO2S in total.

```
19
Properties=species:S:1:pos:R:3:forces:R:3:mulliken_charge:R:1
H 3.15750 1.63082 -2.53117 0.0 -0.1 0.2 0.30
C 0.07779 -0.81720 1.17678 -0.2 0.1 0.2 -0.27
O 2.55063 1.36882 -1.82540 0.2 0.1 -0.3 -0.63
C 0.52808 -1.92283 0.24715 0.1 -0.8 0.3 -0.81
C -1.39648 -0.42343 0.99926 0.6 0.6 -0.3 -0.73
O -1.54132 2.85743 -0.48042 0.2 0.2 -0.1 -0.56
H 1.72610 1.78939 -2.08619 -0.2 0.1 0.1 0.33
H -1.78395 -0.06453 1.95039 -0.3 -0.2 0.0 0.35
H -1.36971 2.15765 1.42635 -0.2 0.1 0.0 0.32
H -1.96609 -1.26789 0.61981 -0.2 -0.2 0.4 0.33
H 0.68863 0.06991 0.99873 0.1 0.0 0.0 0.25
S 0.59351 -1.48754 -1.49496 -0.2 -0.2 -0.6 -0.25
H 0.24235 -1.08611 2.22689 0.0 -0.2 -0.2 0.34
H -1.37090 0.43573 -0.92256 -0.2 -0.1 0.0 0.22
N -1.59048 0.64990 0.04192 0.2 0.3 -0.3 -0.17
H 1.63899 -0.65642 -1.53429 0.1 0.1 0.3 0.14
H -0.13049 -2.80095 0.25924 -0.4 0.4 0.0 0.36
C -1.49019 1.97213 0.34075 -0.1 -0.5 0.2 0.09
H 1.43603 -2.40488 0.58772 0.6 0.4 -0.1 0.39
```
Forces are in eV/Å.

Computed properties:
- Max |F|: 0.01729 Eh/bohr
- SMILES: O=CNCCCS.O
- Gap between HOMO and LUMO: 9.75 eV
- Total charge: 0
- Energy above the lowest of the compared OMol25 structures with the same formula, charge and spin: 44.05 kJ/mol

The following is a DFT calculation (ωB97M-V with the def2-TZVPD basis set) of a cluster of 2 separate species, C2H7FNOP in total in a non-equilibrium geometry.

```
13
Properties=species:S:1:pos:R:3:forces:R:3:mulliken_charge:R:1
C -1.56353 0.21324 0.25342 1.5 -1.0 -0.1 -0.35
H 1.28263 -1.75613 -0.20239 0.1 0.1 0.8 0.25
H 1.31643 1.52638 0.02946 -0.5 0.2 -0.1 0.34
H -0.87691 -0.48660 -1.62992 0.5 -1.7 -0.8 0.33
O 2.19972 1.31053 0.32253 0.8 0.3 0.3 -0.44
H -1.78032 1.01023 0.97683 -0.1 -0.2 -0.8 0.28
N 1.99812 -1.25835 0.31807 1.8 1.9 -1.0 -0.52
C -1.17704 0.29157 -1.02008 -1.1 3.0 1.4 -0.72
P 2.76534 0.06607 -0.55488 0.1 -2.0 1.1 0.38
H -1.17822 1.26456 -1.49337 -0.1 0.1 -0.3 0.27
H 1.98455 -1.04161 1.32190 -0.8 -0.7 -0.7 0.28
F 4.24651 0.01763 0.15768 -1.4 0.2 -0.4 -0.29
H -1.33408 -0.75975 0.67024 -0.7 -0.1 0.6 0.19
```
Forces are in eV/Å.

Computed properties:
- Max |F|: 0.06782 Eh/bohr
- SMILES: NP(O)F.C=C
- Gap between HOMO and LUMO: 10.57 eV
- Total charge: 0
- Energy above the lowest of the compared OMol25 structures with the same formula, charge and spin: 147.90 kJ/mol

One value per record, in order, for electronic energy: -96327.8779 -7831.8915 -112077.1906 -6324.0906 -20746.8468 -17732.0230 eV.